(1)
DFT (ωB97M-V/def2-TZVPD) results for an isolated ion of composition C3H6N3 and charge +1 at a distorted geometry.

Structure (XYZ):
```
12
Properties=species:S:1:pos:R:3:forces:R:3
H 0.69157 -2.17603 -0.17022 -0.3039 0.9682 0.2283
N 0.62213 -1.15221 -0.02869 -3.3612 1.2659 -0.0662
C 1.56514 -0.28958 0.05138 0.8477 -2.8680 -0.3736
C 1.21211 1.02047 0.00953 0.1505 2.0559 0.8446
C -0.14583 1.20502 -0.03035 1.4885 1.0476 -0.9618
N -0.86830 0.15417 -0.08127 -0.0546 -5.0860 -0.7040
N -2.09159 -0.26372 0.06588 -0.2983 -1.1999 1.0646
H 2.50484 -0.83683 0.04804 0.7282 1.1024 0.1733
H 1.86825 1.83453 0.18904 0.4833 0.4617 -0.3646
H -0.59629 2.12502 -0.37260 -0.3456 0.4176 0.7965
H -2.24101 -0.75204 0.96927 -0.0491 1.0071 -0.3156
H -2.52102 -0.86880 -0.65000 0.7145 0.8275 -0.3214
```
Positions in Å, forces in eV/Å.

Calculated values
net charge	+1
E_tot	-7667.6314	eV
HOMO-LUMO gap	8.257	eV
HOMO energy	-0.5138	Ha
SMILES	[H]/N=C/C=C\N=[NH2+]
energy above the lowest of the compared OMol25 structures with the same formula, charge and spin	361.33	kJ/mol

=====

(2)
DFT (ωB97M-V/def2-TZVPD) results for an isolated ion of composition C3H6N3 and charge +1 at a distorted geometry.

Structure (XYZ):
```
12
Properties=species:S:1:pos:R:3:forces:R:3
C -1.63241 -0.77794 -0.47034 0.1486 -0.4953 1.4420
N -2.03044 0.15363 0.13799 0.3298 0.5147 -1.4337
C -1.15381 1.30732 0.43668 -0.5184 0.4667 -0.3198
N 0.20220 0.88723 0.29556 1.4444 -0.2030 1.0940
N 0.42590 -0.27454 0.07308 -0.1887 -0.5059 -1.4326
C 1.82192 -0.71063 -0.15157 0.3565 -0.5505 3.0166
H -1.75323 -1.76709 -0.90318 0.0946 0.3282 0.0281
H -1.23649 2.10640 -0.34105 -0.6254 -0.6313 0.5806
H -1.37436 1.72592 1.42998 0.2810 -0.2130 -0.3467
H 2.29882 -1.18474 0.77456 -1.0583 1.2246 -0.5633
H 2.43910 0.05169 -0.50445 0.7401 1.6706 -0.2380
H 1.99279 -1.51723 -0.77726 -1.0042 -1.6057 -1.8272
```
Positions in Å, forces in eV/Å.

Calculated values
net charge	+1
E_tot	-7667.9902	eV
HOMO-LUMO gap	10.087	eV
HOMO energy	-0.5648	Ha
SMILES	C#[N+]C/N=N/C
energy above the lowest of the compared OMol25 structures with the same formula, charge and spin	326.71	kJ/mol

=====

(3)
DFT (ωB97M-V/def2-TZVPD) results for an isolated ion of composition C3H6N3O and charge +1 at a distorted geometry.

Structure (XYZ):
```
13
Properties=species:S:1:pos:R:3:forces:R:3
C 1.25396 -0.87220 0.50516 0.2806 -1.8122 -0.4292
C 1.65548 0.40826 0.35985 -1.3767 1.9360 1.4356
C -0.90250 -0.67522 -0.52758 1.2955 -0.6143 -0.6469
N 0.12461 -1.40361 0.26532 -1.6450 -0.5046 -0.5471
N -0.86412 0.71351 -0.22220 -0.8680 1.3380 1.2391
N -1.79430 1.11493 0.57480 3.0052 0.2552 -2.2788
O 2.39508 1.07958 -0.36414 0.8112 0.9661 -0.7221
H 1.99951 -1.53443 0.90343 0.4600 -0.3024 0.6555
H -0.45581 -0.77915 -1.53694 -0.5141 0.3450 0.1664
H -1.86397 -1.20592 -0.57762 0.1054 0.3735 0.7462
H 2.78753 0.61958 -1.11721 0.4513 -0.3577 -0.6432
H -1.89769 2.06648 0.88456 0.4634 0.4796 -0.1832
H -2.43777 0.46818 0.85256 -2.4687 -2.1022 1.2077
```
Positions in Å, forces in eV/Å.

Calculated values
net charge	+1
E_tot	-9712.8526	eV
HOMO-LUMO gap (spin up / spin down)	7.289 / 6.063	eV
HOMO energy (spin up / spin down)	-0.4832 / -0.4627	Ha
energy above the lowest of the compared OMol25 structures with the same formula, charge and spin	567.10	kJ/mol

=====

(4)
DFT (ωB97M-V/def2-TZVPD) results for an isolated ion of composition C3H6N3O and charge +1 at a distorted geometry.

Structure (XYZ):
```
13
Properties=species:S:1:pos:R:3:forces:R:3
N 2.08143 -1.72464 -0.32476 -0.0588 0.4376 1.3417
C 1.37224 -0.94451 0.20776 1.2375 -0.7465 -3.0441
N 0.61963 0.07158 0.08543 -0.8246 1.9919 3.4947
N 0.90994 1.37788 0.79170 -1.2283 -1.5665 -0.5492
C -0.60353 0.01317 -0.64785 0.2580 0.2557 -2.5044
C -1.72768 -0.66996 -0.39851 1.6206 2.1892 2.1992
O -2.01505 -1.08195 0.85564 0.0234 -0.3133 -0.2043
H 2.65984 -2.54522 -0.30772 -0.1631 -0.3549 0.3341
H 1.39831 1.85428 0.07683 0.8938 1.0015 -0.3915
H 1.37913 1.37502 1.70331 -0.0222 -0.8054 -0.5772
H -0.50054 0.57366 -1.60122 -0.0910 -0.6393 0.6407
H -2.46608 -0.52416 -1.15336 -0.9676 -0.8383 -0.0879
H -1.41913 -0.62028 1.49376 -0.6776 -0.6118 -0.6517
```
Positions in Å, forces in eV/Å.

Calculated values
net charge	+1
E_tot	-9714.8181	eV
HOMO-LUMO gap	8.726	eV
HOMO energy	-0.5146	Ha
SMILES	[NH+]#CN(N)/C=C\O
energy above the lowest of the compared OMol25 structures with the same formula, charge and spin	377.45	kJ/mol